1.
This record from the Open Molecules 2025 dataset describes a structure of composition C3H5F6NO4S2Zn at a distorted geometry. The level of theory is ωB97M-V with the def2-TZVPD basis set.

```
22
Properties=species:S:1:pos:R:3:forces:R:3
Zn 0.391 -0.192 -0.389 -2.48 -0.59 -2.03
S 1.619 1.864 0.846 -2.75 1.67 0.49
S -0.944 0.815 1.808 -0.39 0.23 0.88
F -2.487 -0.540 3.404 1.17 0.78 0.24
F -1.139 0.849 4.480 -0.14 -0.65 -0.57
F -0.363 -1.022 3.612 -0.63 1.02 -0.01
F 3.731 0.521 -0.257 -0.74 0.26 0.81
F 2.146 -0.939 0.130 1.12 1.53 1.08
F 3.284 -0.122 1.787 -0.36 0.92 -0.58
O -1.815 1.947 1.553 1.19 -1.60 0.29
O 2.352 3.065 1.219 -0.53 -2.92 -0.13
O -1.205 -0.479 1.107 1.07 1.74 -0.99
O 0.844 2.016 -0.426 1.49 -1.19 1.51
N 0.651 1.181 2.007 0.37 0.22 -1.59
C -1.238 -0.006 3.455 -0.25 -0.19 0.78
C 2.769 0.296 0.641 1.82 -1.30 -0.31
C -1.431 -1.480 -4.035 0.85 3.05 6.33
H -1.174 -1.946 -4.858 1.04 -2.51 -4.19
H -2.239 -1.901 -5.112 -2.77 -0.35 -1.50
H -1.837 -1.890 -3.113 -0.37 -0.90 -0.87
H -0.338 -1.621 -3.898 1.41 0.56 1.38
H -1.577 -0.417 -3.961 -0.11 0.20 -1.00
```
Positions in Å, forces in eV/Å.

Output
**Maximum force**: 7.08 eV/Å
**Frontier orbital gap (alpha / beta)**: 4.1 / 7.2 eV
**HOMO (alpha / beta)**: -5.744 / -7.783 eV

natural (NBO) population analysis, charges in e, atoms 1 to 5: atom 1 (Zn): 0.837, atom 2 (S): 2.127, atom 3 (S): 2.131, atom 4 (F): -0.303, atom 5 (F): -0.297

2.
This record from the Open Molecules 2025 dataset describes a structure of composition C29H33ClF3N5O10Pt2S at a distorted geometry. The level of theory is ωB97M-V with the def2-TZVPD basis set.

```
84
Properties=species:S:1:pos:R:3:forces:R:3
Pt 2.830 -0.860 1.204 -0.24 0.19 -1.26
Pt -0.752 0.718 -0.300 1.83 -0.80 -0.25
Cl 0.807 1.696 3.058 -0.25 -0.06 -1.00
S -3.730 2.563 -0.341 -1.54 -1.35 0.06
F -5.009 4.430 1.168 0.82 -0.64 0.51
F -3.371 3.336 2.254 -0.58 0.66 -0.51
F -2.952 4.946 0.843 0.37 -0.09 0.02
O 0.139 1.934 1.791 -1.01 0.99 -0.11
O 1.825 0.771 2.721 1.79 -3.01 0.23
O -4.038 3.285 -1.570 0.48 -0.36 1.32
O -2.327 2.045 -0.300 -2.44 2.42 0.33
O 1.150 -0.458 -0.352 2.03 -0.34 0.52
O -2.393 -3.890 -1.158 -0.71 1.18 0.14
O 1.525 2.817 3.515 -0.58 1.88 0.75
O 3.818 -2.092 -0.438 -1.36 0.15 1.09
O -4.721 1.514 0.054 2.00 2.24 -0.32
O -0.115 1.173 4.021 0.05 0.09 -0.02
N 4.027 1.008 0.576 1.99 2.25 -1.45
N -1.849 0.001 -2.242 -0.66 -0.09 -0.70
N 0.395 2.346 -1.394 1.86 1.90 -2.56
N 1.843 -2.444 2.385 -0.81 -2.08 1.43
N -1.835 -0.419 1.138 -1.64 -2.73 2.26
C -3.755 3.927 1.104 -0.62 -1.36 -1.37
C -1.796 0.725 -3.388 0.74 -0.15 0.71
C -2.901 -0.840 -2.108 0.82 0.00 -0.42
C 0.036 3.623 -1.184 -1.66 -0.41 0.62
C 2.965 -1.901 -1.547 0.16 1.57 1.55
C -1.666 -1.798 1.106 1.54 2.47 -0.89
C -3.785 -0.214 -4.243 -0.65 -0.20 1.20
C 1.334 -3.665 1.936 1.50 2.48 -0.85
C -2.711 0.654 -4.405 -1.19 -1.01 -0.13
C 1.448 -1.530 -1.225 -0.44 -0.35 -1.12
C 1.131 -3.123 4.598 -2.04 -3.50 -0.22
C -2.817 -2.146 3.121 -0.34 0.22 0.79
C 0.544 -4.343 4.096 1.46 1.62 -1.81
C 6.217 1.926 -0.132 -0.63 -1.63 0.90
C 1.681 3.240 -3.355 -0.43 -0.75 1.45
C -2.091 -2.648 2.054 -1.41 -0.60 1.17
C 1.739 -2.259 3.741 -0.03 0.97 -1.59
C -3.890 -0.970 -3.058 0.32 0.85 -0.83
C 3.567 2.227 0.105 -1.51 -1.27 0.73
C 4.285 3.276 -0.434 0.76 -1.10 0.05
C 1.198 4.491 -3.079 -0.25 1.50 0.82
C 5.379 0.942 0.455 -0.47 -0.52 -0.37
C 1.279 2.250 -2.455 -0.90 -1.84 0.69
C -3.157 -0.799 3.176 0.76 -0.85 -0.70
C 0.376 4.712 -1.958 1.19 -0.52 -0.74
C -2.641 0.004 2.177 0.33 0.36 -1.52
C 0.689 -4.595 2.681 -0.54 0.08 3.25
C -1.527 -4.938 -0.902 0.89 -0.85 -0.72
C 5.664 3.075 -0.594 -0.60 1.16 0.05
H -1.889 -5.649 -0.159 0.03 0.04 0.21
H 5.793 -0.014 0.738 0.20 -0.03 0.16
H 3.376 -1.027 -2.052 -0.25 0.63 -0.51
H 6.295 3.839 -1.023 -0.02 0.10 -0.14
H 0.977 -2.942 5.652 0.38 0.43 -0.01
H -2.931 -1.565 -1.308 0.31 0.53 0.57
H 0.797 -2.355 -0.936 0.40 -0.93 0.41
H -0.550 -4.533 -0.640 -0.15 0.18 0.48
H 1.514 -3.852 0.887 0.00 0.20 -0.18
H 2.490 2.301 0.158 -0.16 0.11 0.17
H 3.777 4.168 -0.767 -0.03 -0.03 0.04
H -1.307 -5.472 -1.826 -0.12 -0.42 -0.11
H 1.528 5.347 -3.650 -0.11 0.07 -0.25
H 7.274 1.719 -0.207 0.00 -0.01 0.01
H -2.662 1.220 -5.324 0.38 0.23 0.17
H -3.798 -0.334 3.911 0.12 -0.22 0.17
H -3.261 -4.202 -1.425 0.06 -0.22 -0.01
H 0.292 -5.500 2.248 0.09 0.01 -0.14
H -3.077 -2.823 3.921 -0.34 -0.04 0.07
H -0.987 -2.192 0.364 -0.17 0.32 -0.52
H 2.050 -1.315 4.164 0.35 0.22 -0.43
H 3.125 -2.697 -2.275 -0.74 -0.52 0.02
H 0.043 -5.061 4.728 -0.03 0.11 0.14
H -4.708 -1.624 -2.795 -0.16 -0.02 -0.45
H -0.947 1.373 -3.549 0.14 0.10 0.48
H 0.087 5.705 -1.646 -0.22 -0.04 -0.18
H 1.581 1.221 -2.580 0.39 -0.13 -0.20
H -4.601 -0.228 -4.950 0.09 -0.15 -0.25
H -3.007 1.019 2.214 0.71 0.29 -0.50
H 2.402 3.038 -4.133 -0.16 -0.12 -0.05
H -2.007 -3.720 1.962 0.48 0.04 -0.11
H -0.731 3.728 -0.430 0.25 0.22 0.41
H 1.000 -1.294 -2.191 0.06 0.26 -0.62
```
Positions in Å, forces in eV/Å.

Output
**Maximum force**: 4.06 eV/Å
**Frontier orbital gap (alpha / beta)**: 6.7 / 6.9 eV
**2S+1**: 5
**HOMO (alpha / beta)**: -7.018 / -7.603 eV
**⟨S²⟩**: 6.0125

Löwdin population analysis, charges in e, atoms 1 to 5: atom 1 (Pt): 1.164, atom 2 (Pt): 1.214, atom 3 (Cl): 0.630, atom 4 (S): 0.577, atom 5 (F): 0.115

3.
This record from the Open Molecules 2025 dataset describes a cluster of 2 separate species, C5H10O2 in total at a distorted geometry. The level of theory is ωB97M-V with the def2-TZVPD basis set.

```
17
Properties=species:S:1:pos:R:3:forces:R:3
O -0.251 -0.190 2.252 1.58 -0.58 0.96
O -2.337 0.088 -0.187 -1.58 0.41 -0.38
C 1.658 -0.582 -1.055 -2.36 2.99 0.23
C 1.817 -1.842 -0.862 2.30 -3.85 0.89
C -1.730 1.331 -0.116 1.04 0.88 -1.98
C 0.309 0.014 -0.837 -2.78 -1.48 -2.36
C -0.212 1.107 -0.290 0.31 0.42 -0.22
H -2.001 -0.328 0.580 0.42 -1.50 1.32
H -0.549 -0.631 -1.369 1.93 1.10 1.46
H 0.390 1.861 0.193 0.46 0.25 0.02
H -0.042 0.740 2.138 -0.21 0.27 -0.14
H 2.388 0.097 -1.428 0.98 0.18 0.16
H 1.105 -2.622 -0.575 -0.40 0.89 -0.04
H -1.817 1.861 0.859 -0.61 -0.19 -0.58
H -2.205 1.913 -0.999 0.96 -0.40 1.67
H 2.834 -2.289 -0.837 -0.55 0.46 -0.58
H 0.645 -0.528 2.531 -1.49 0.14 -0.45
```
Positions in Å, forces in eV/Å.

Output
**SMILES string**: C=C/C=C/CO.O
**Maximum force**: 4.57 eV/Å
**Frontier orbital gap**: 9.7 eV
**HOMO**: -9.010 eV

natural (NBO) population analysis, charges in e, atoms 1 to 5: atom 1 (O): -0.941, atom 2 (O): -0.702, atom 3 (C): -0.231, atom 4 (C): -0.365, atom 5 (C): -0.090

4.
This record from the Open Molecules 2025 dataset describes a cluster of 2 separate species, C5H14NO2 in total at a distorted geometry. The level of theory is ωB97M-V with the def2-TZVPD basis set.

```
22
Properties=species:S:1:pos:R:3:forces:R:3
O -2.969 -1.313 -0.070 -0.41 0.09 -0.18
O -1.547 1.754 1.057 0.00 -0.03 -0.29
N -0.767 0.345 -1.008 -0.01 -0.26 0.05
C -1.066 0.696 1.361 -0.31 0.08 0.49
C -0.304 -0.152 0.375 -0.31 0.33 -1.51
C 1.712 1.348 -0.019 0.13 0.74 -0.42
C 1.216 -0.032 0.460 0.71 0.46 0.54
C 1.912 -1.173 -0.260 0.59 -0.01 -0.70
H 0.903 2.069 -0.135 -0.17 0.09 -0.03
H 2.391 1.881 0.649 -0.04 -0.51 0.32
H 1.508 -0.023 1.509 -0.34 -0.54 0.22
H -0.058 0.941 -1.438 -0.15 0.09 -0.03
H 2.271 1.334 -0.959 -0.23 -0.32 -0.13
H 2.997 -1.094 -0.162 -0.06 0.04 0.34
H -3.436 -1.758 -0.790 0.11 -0.09 0.01
H -3.687 -1.126 0.550 0.19 0.03 0.07
H 1.628 -2.183 0.049 -0.16 0.25 0.05
H -1.647 0.860 -0.905 0.13 0.31 0.14
H -0.980 -0.440 -1.617 0.21 -0.09 -0.05
H -0.665 -1.170 0.329 0.13 -0.29 0.84
H -1.204 0.304 2.375 0.31 -0.17 0.16
H 1.791 -1.068 -1.349 -0.33 -0.19 0.11
```
Positions in Å, forces in eV/Å.

Output
**Maximum force**: 1.57 eV/Å
**Frontier orbital gap**: 11.4 eV
**HOMO**: -14.629 eV
**Total charge**: +1

natural (NBO) population analysis, charges in e, atoms 1 to 5: atom 1 (O): -0.981, atom 2 (O): -0.496, atom 3 (N): -0.685, atom 4 (C): 0.425, atom 5 (C): -0.135

5.
This record from the Open Molecules 2025 dataset describes the molecule C5H5N at a distorted geometry. The level of theory is ωB97M-V with the def2-TZVPD basis set.

```
11
Properties=species:S:1:pos:R:3:forces:R:3
N -0.647 2.841 0.175 0.19 -0.87 -0.04
C -0.395 1.712 0.078 -0.13 0.52 -0.03
C -0.129 0.319 -0.086 -0.91 0.51 -0.91
C -1.267 -0.587 -0.457 -0.05 -0.12 0.00
C 1.164 -0.161 0.178 0.21 0.30 0.98
C 2.277 -0.780 0.044 -0.28 -0.36 -0.09
H 2.894 -1.311 0.756 0.11 0.26 -0.09
H -1.513 -0.455 -1.518 0.01 -0.01 0.09
H -0.979 -1.626 -0.297 -0.05 0.08 -0.05
H 0.928 0.248 1.229 0.74 -0.34 0.24
H -2.170 -0.377 0.125 0.15 0.03 -0.09
```
Positions in Å, forces in eV/Å.

Output
**Maximum force**: 1.38 eV/Å
**Frontier orbital gap (alpha / beta)**: 8.0 / 7.5 eV
**HOMO (alpha / beta)**: -8.941 / -8.316 eV

natural (NBO) population analysis, charges in e, atoms 1 to 5: atom 1 (N): -0.296, atom 2 (C): 0.225, atom 3 (C): -0.092, atom 4 (C): -0.627, atom 5 (C): -0.374

6.
This record from the Open Molecules 2025 dataset describes a cluster of 7 separate species, C4H21N2O8 in total at a distorted geometry. The level of theory is ωB97M-V with the def2-TZVPD basis set.

```
35
Properties=species:S:1:pos:R:3:forces:R:3
O 3.100 1.668 1.076 1.18 0.20 0.03
O 1.133 -2.127 0.361 -0.52 -0.03 -0.22
O -2.254 1.527 0.665 -0.24 -0.17 0.06
O 3.353 -1.813 2.203 -1.22 -0.42 0.12
O -2.347 -1.396 0.072 -1.62 -0.48 -0.77
O 0.139 -2.820 -2.037 -0.51 -0.02 0.02
O 1.794 0.282 -2.071 0.19 -0.39 -0.07
O -4.329 0.882 -0.942 1.44 1.36 -1.18
N -0.937 0.024 -1.765 -2.07 0.61 2.62
N -0.902 1.817 2.455 -0.05 -0.25 -1.11
C 1.029 1.293 -1.997 -0.97 1.59 0.90
C -1.135 1.465 1.141 1.10 -0.62 1.37
C 0.083 0.958 0.387 -0.49 0.11 -0.14
C -0.211 1.231 -1.099 3.06 -0.73 -1.46
H -2.725 -0.720 0.635 0.44 0.13 0.39
H 3.092 2.597 1.279 -0.91 0.86 0.48
H 3.047 -1.312 2.962 -0.05 0.11 0.05
H -0.061 -3.524 -2.655 0.11 -0.08 -0.11
H -1.689 1.677 3.061 0.08 0.30 0.41
H 0.400 -0.057 0.663 -1.13 -0.44 -0.38
H -1.467 -1.635 0.305 1.12 -0.09 0.83
H 3.988 1.706 0.688 -0.17 -1.02 -0.37
H -1.736 -0.224 -1.137 0.28 -0.20 -0.75
H 1.039 1.348 0.761 -0.41 1.03 -0.65
H 0.853 -3.039 0.477 0.16 -0.05 0.24
H 4.266 -1.611 2.121 1.24 0.30 -0.22
H -1.335 0.279 -2.658 0.49 -0.01 -0.37
H 1.962 -2.004 0.833 0.36 -0.08 0.28
H 0.044 1.681 2.765 -0.15 -0.10 0.45
H -0.784 2.147 -1.150 -0.43 -0.18 -0.47
H -0.310 -0.782 -1.765 0.46 0.05 -0.64
H 0.976 2.159 -2.680 0.48 -0.27 -0.18
H -4.076 0.976 -0.023 -0.61 -0.47 0.14
H 1.016 -2.975 -1.678 0.21 0.24 -0.07
H -5.013 0.321 -1.256 -0.86 -0.82 0.81
```
Positions in Å, forces in eV/Å.

Output
**Maximum force**: 3.47 eV/Å
**Frontier orbital gap (alpha / beta)**: 3.7 / 7.0 eV
**2S+1**: 2
**HOMO (alpha / beta)**: -3.612 / -6.950 eV
**⟨S²⟩**: 0.7534

natural (NBO) population analysis, charges in e, atoms 1 to 5: atom 1 (O): -0.931, atom 2 (O): -0.978, atom 3 (O): -0.688, atom 4 (O): -0.950, atom 5 (O): -0.947

7.
This record from the Open Molecules 2025 dataset describes the molecule C5H8O2. The level of theory is ωB97M-V with the def2-TZVPD basis set.

```
15
Properties=species:S:1:pos:R:3:forces:R:3
O -0.630 0.532 -1.544 0.06 -0.03 -0.13
O -1.027 -1.698 0.040 0.00 -0.03 -0.23
C -0.961 -0.406 0.563 -0.07 0.13 0.21
C -1.454 0.690 -0.385 -0.29 -0.03 0.06
C 0.462 0.296 0.558 0.12 -0.04 0.02
C 1.664 -0.549 0.138 0.02 -0.02 -0.03
C -0.122 1.292 -0.443 0.22 0.26 0.08
H -1.445 -0.421 1.542 0.13 0.07 -0.12
H -0.754 -1.604 -0.887 -0.06 -0.17 0.13
H 2.006 -0.293 -0.870 -0.09 -0.06 0.11
H 2.511 -0.430 0.820 -0.14 0.02 -0.10
H 0.163 2.316 -0.663 -0.01 -0.15 0.09
H -2.444 1.110 -0.533 0.18 -0.08 0.05
H 1.383 -1.608 0.140 0.11 0.12 -0.03
H 0.649 0.773 1.525 -0.18 0.00 -0.10
```
Positions in Å, forces in eV/Å.

Output
**SMILES string**: C[C@@H]1[C@H](O)[C@@H]2O[C@H]12
**Maximum force**: 0.35 eV/Å
**Frontier orbital gap**: 11.0 eV
**HOMO**: -9.917 eV

natural (NBO) population analysis, charges in e, atoms 1 to 5: atom 1 (O): -0.507, atom 2 (O): -0.700, atom 3 (C): 0.091, atom 4 (C): 0.008, atom 5 (C): -0.261

8.
This record from the Open Molecules 2025 dataset describes a structure of composition C20H7Cl5CoF6N4O6S2. The level of theory is ωB97M-V with the def2-TZVPD basis set.

```
51
Properties=species:S:1:pos:R:3:forces:R:3
Co 0.275 -0.193 -0.306 -0.12 0.10 0.04
Cl 3.111 -0.392 -0.916 0.04 0.03 -0.04
Cl -1.066 -3.542 -0.092 -0.11 0.01 0.04
Cl 3.438 -5.606 -2.208 -0.01 0.00 0.00
Cl 0.496 -5.903 -1.258 -0.02 -0.06 -0.01
Cl 4.745 -2.769 -2.009 0.09 -0.01 -0.03
S -0.683 0.065 -3.441 -0.14 0.14 -0.02
S -2.811 -0.037 -1.603 0.05 0.18 -0.10
F -3.408 -2.466 -2.417 0.06 -0.01 -0.02
F -1.314 -1.814 -5.148 0.01 -0.01 0.00
F 0.775 -1.778 -4.569 0.02 0.01 0.00
F -4.942 -0.987 -2.789 0.00 0.02 -0.01
F -0.709 -2.558 -3.207 -0.06 0.01 0.01
F -4.597 -1.709 -0.775 -0.01 0.00 -0.03
O -3.598 1.084 -1.218 0.02 -0.02 0.06
O -0.358 0.928 -4.523 0.03 -0.04 0.04
O -1.899 -0.618 -0.639 0.05 -0.05 0.10
O 0.522 4.896 5.080 0.01 -0.03 -0.04
O -0.025 5.813 3.197 0.03 0.01 0.04
O 0.253 0.066 -2.318 0.12 0.03 0.03
N 0.585 -0.263 1.614 -0.04 -0.04 -0.14
N 0.271 4.817 3.874 -0.04 0.00 0.03
N -0.047 1.734 0.053 -0.03 -0.10 0.07
N -2.176 0.182 -3.037 0.02 -0.11 0.05
C 0.324 3.546 3.260 0.01 0.04 -0.01
C 0.164 2.055 1.349 0.01 -0.07 -0.02
C 1.014 -1.978 -0.663 0.10 -0.08 -0.01
C 0.518 0.939 2.195 -0.03 0.09 -0.02
C 2.349 -1.904 -1.050 0.17 -0.13 -0.07
C 0.761 1.165 3.570 0.01 0.00 0.06
C 0.496 -3.253 -0.684 0.11 -0.16 -0.05
C 2.564 -4.261 -1.615 0.06 0.07 -0.01
C 3.145 -3.014 -1.538 -0.17 0.06 0.05
C -0.401 2.682 -0.802 0.00 0.07 -0.04
C -4.017 -1.385 -1.929 -0.07 -0.06 0.03
C 1.093 0.009 4.340 0.00 -0.01 -0.02
C 0.666 2.457 4.073 0.01 -0.02 0.00
C -0.561 3.999 -0.391 0.01 -0.05 -0.01
C 1.143 -1.216 3.730 -0.01 0.03 0.01
C -0.479 -1.624 -4.140 0.00 -0.08 -0.04
C -0.338 4.347 0.920 -0.01 0.02 0.00
C 0.048 3.362 1.859 -0.01 0.03 0.02
C 1.236 -4.400 -1.183 -0.14 0.20 0.09
C 0.887 -1.339 2.364 -0.04 0.00 -0.02
H 0.855 2.646 5.118 0.00 0.00 0.01
H -0.452 5.365 1.249 0.00 -0.03 -0.01
H -0.556 2.396 -1.832 0.00 -0.02 -0.01
H 1.378 -2.108 4.296 0.00 0.01 0.01
H -0.863 4.744 -1.113 0.00 0.00 0.00
H 0.899 -2.298 1.871 0.02 0.02 -0.01
H 1.292 0.117 5.398 0.00 -0.01 0.00
```
Positions in Å, forces in eV/Å.

Output
**Maximum force**: 0.26 eV/Å
**Frontier orbital gap (alpha / beta)**: 3.8 / 3.2 eV
**2S+1**: 4
**HOMO (alpha / beta)**: -5.486 / -8.501 eV
**⟨S²⟩**: 3.8160

natural (NBO) population analysis, charges in e, atoms 1 to 5: atom 1 (Co): 1.087, atom 2 (Cl): 0.175, atom 3 (Cl): 0.155, atom 4 (Cl): 0.102, atom 5 (Cl): 0.202